Below is a structure of composition C30H80O10 in a non-equilibrium geometry, with properties calculated with ωB97M-V/def2-TZVPD.

Last column: Löwdin charge in e.
Geometry (Å):
O1 6.084 -13.946 2.657  -0.0423
O2 1.604 -12.584 1.211  -0.0291
O3 4.638 -12.659 6.294  -0.1854
O4 4.201 -7.167 8.402  -0.0586
O5 0.409 -10.163 10.662  0.0008
O6 4.941 -7.105 3.232  -0.0376
O7 1.343 -7.345 2.351  -0.0362
O8 4.876 -13.169 3.882  -0.3146
O9 -0.753 -13.609 5.903  -0.0352
O10 4.879 -11.538 8.119  -0.1262
C1 2.997 -12.370 1.496  -0.4020
C2 3.161 -10.872 6.959  -0.1411
C3 0.222 -13.595 6.898  -0.4114
C4 1.509 -12.923 6.334  -0.0778
C5 4.770 -12.887 8.617  -0.4152
C6 4.347 -14.410 4.244  -0.3553
C7 5.521 -15.198 4.813  0.0142
C8 1.489 -10.256 9.882  -0.4828
C9 2.578 -7.752 6.816  -0.0797
C10 3.252 -12.096 2.991  -0.0272
C11 1.158 -7.280 4.714  -0.0706
C12 3.886 -8.556 1.529  -0.0250
C13 5.036 -8.338 2.565  -0.4292
C14 6.761 -11.825 3.589  -0.0401
C15 2.375 -11.466 10.148  -0.0693
C16 4.580 -12.762 10.106  -0.0829
C17 8.391 -13.279 2.220  -0.0029
C18 2.085 -9.261 3.492  -0.0575
C19 3.217 -14.186 5.212  -0.0965
C20 4.478 -10.757 4.866  -0.1585
C21 0.988 -10.143 8.436  -0.0545
C22 -0.394 -12.867 8.113  -0.0478
C23 6.924 -12.795 2.452  -0.3306
C24 3.995 -7.143 6.991  -0.3987
C25 5.909 -13.737 8.094  -0.0096
C26 3.730 -13.588 0.972  -0.0270
C27 1.044 -8.108 3.481  -0.4100
C28 5.332 -9.464 3.514  -0.1616
C29 3.746 -11.663 5.853  -0.3324
C30 5.123 -7.995 6.412  -0.0249
H1 2.100 -9.383 10.110  0.1498
H2 3.882 -7.769 0.775  0.0932
H3 2.284 -12.690 7.064  0.0644
H4 2.469 -10.137 6.549  0.0666
H5 3.371 -13.740 -0.046  0.0851
H6 3.302 -11.455 9.575  0.0503
H7 3.885 -10.322 7.560  0.1070
H8 4.937 -8.992 6.811  0.0650
H9 5.558 -10.359 2.936  0.0863
H10 3.362 -14.495 1.452  0.0895
H11 0.475 -9.182 8.472  0.0997
H12 3.774 -12.125 10.469  -0.0256
H13 0.044 -8.511 3.317  0.1512
H14 2.718 -15.150 5.317  0.1430
H15 6.291 -9.293 4.003  0.1182
H16 5.312 -10.187 5.276  0.1201
H17 1.689 -10.087 7.603  0.0040
H18 2.611 -11.677 11.191  0.1122
H19 -0.997 -12.700 5.712  0.0904
H20 2.565 -11.447 7.668  0.0604
H21 0.899 -7.868 5.594  0.0833
H22 3.347 -11.518 0.914  0.1147
H23 3.958 -9.499 0.986  0.0765
H24 7.306 -10.900 3.401  0.1148
H25 1.814 -7.226 7.389  0.1127
H26 2.000 -10.049 4.240  0.0861
H27 5.740 -11.617 3.909  -0.0150
H28 2.941 -12.243 5.401  0.0835
H29 2.197 -6.933 2.505  0.0839
H30 -0.530 -11.819 7.847  0.0470
H31 5.628 -13.277 3.295  -0.2075
H32 2.914 -8.584 2.021  0.0033
H33 1.181 -11.977 5.904  0.1211
H34 5.734 -14.790 8.315  0.0946
H35 4.419 -13.742 10.554  0.0966
H36 1.982 -13.549 5.577  -0.0420
H37 0.541 -6.382 4.722  0.1152
H38 6.306 -14.367 1.823  0.1487
H39 3.737 -10.047 4.499  0.0614
H40 -0.150 -10.940 10.596  0.1008
H41 6.036 -14.665 5.613  0.0659
H42 3.771 -13.204 8.317  0.1314
H43 1.838 -12.353 9.811  0.0916
H44 3.202 -13.053 3.510  0.0763
H45 4.202 -11.617 3.230  0.0574
H46 2.275 -9.757 2.540  0.0843
H47 8.719 -13.941 3.021  0.0905
H48 2.537 -8.790 7.145  0.0308
H49 0.291 -10.958 8.242  0.0229
H50 0.249 -12.828 8.993  0.0605
H51 4.029 -6.110 6.643  0.1375
H52 3.024 -8.766 3.742  0.0694
H53 1.585 -12.615 0.252  0.0799
H54 2.430 -13.616 4.718  0.0821
H55 -1.360 -13.271 8.414  0.0908
H56 4.447 -9.536 4.147  -0.0202
H57 5.484 -12.419 10.610  0.0944
H58 4.923 -11.319 4.045  -0.0131
H59 6.088 -7.621 6.752  0.1007
H60 5.160 -12.900 5.525  0.0779
H61 0.370 -14.644 7.158  0.1400
H62 2.199 -6.990 4.858  0.0753
H63 5.833 -6.974 3.561  0.0948
H64 3.931 -14.838 3.333  0.1391
H65 6.626 -12.284 1.537  0.1535
H66 5.242 -16.146 5.271  0.0968
H67 3.534 -13.873 6.207  0.1063
H68 2.402 -7.734 5.740  -0.0172
H69 4.713 -11.677 7.184  -0.0504
H70 5.951 -13.694 7.005  0.0391
H71 2.555 -11.366 3.403  0.0720
H72 5.926 -8.154 1.964  0.1265
H73 7.162 -12.178 4.539  0.1356
H74 6.306 -15.364 4.075  0.0836
H75 6.870 -13.339 8.421  0.0967
H76 8.381 -13.960 1.370  0.0775
H77 4.891 -7.800 8.611  0.0753
H78 5.128 -8.073 5.324  0.0476
H79 9.054 -12.437 2.021  0.0914
H80 4.812 -13.475 1.030  0.0673

**Total charge**: 0
**HOMO-LUMO gap**: 8.635 eV
**Energy above the lowest of the compared OMol25 structures with the same formula, charge and spin**: 811.3 kcal per mole
**Strongest force on any atom**: 14.072 eV Å⁻¹
**Total energy**: -1942.1297 hartree

=====

Below is a cluster of 8 separate species, C30H81B2F8N5O11 in total in a non-equilibrium geometry, with properties calculated with ωB97M-V/def2-TZVPD.

Last column: Löwdin charge in e.
Geometry (Å):
F1 -0.669 0.661 3.534  0.0653
F2 -1.791 0.506 5.469  0.0983
F3 -0.770 2.354 5.297  0.1066
F4 -3.790 3.398 -5.994  0.1226
F5 -3.797 1.690 -4.580  0.1316
F6 -1.787 2.637 -5.133  0.1269
F7 -2.588 1.926 3.881  0.0656
F8 -3.255 3.725 -3.911  0.1479
O1 3.125 1.118 2.007  -0.1961
O2 0.453 -2.259 -1.064  -0.1961
O3 1.255 4.776 -1.440  -0.2415
O4 -5.426 2.456 0.231  -0.1920
O5 -1.233 4.544 1.985  -0.1483
O6 7.880 -1.974 1.203  -0.1547
O7 -4.374 -0.872 -0.814  -0.1839
O8 -1.377 -3.893 2.421  -0.2305
O9 -0.678 0.965 -0.919  -0.3755
O10 -3.208 -7.389 3.679  -0.1965
O11 1.461 0.153 -4.832  -0.2102
N1 -1.756 -1.127 -2.168  0.0404
N2 1.362 2.194 -2.633  0.0588
N3 5.770 -0.082 1.873  0.0859
N4 -1.043 -5.553 4.408  0.0836
N5 -2.485 3.006 -0.469  0.0491
C1 0.731 3.414 -3.336  -0.0116
C2 4.120 1.970 1.428  -0.1615
C3 -1.106 -6.889 5.144  -0.0717
C4 -2.344 4.529 -0.298  -0.0109
C5 0.002 -4.304 2.623  -0.1506
C6 -1.713 -2.641 1.980  -0.0823
C7 1.667 -1.701 -0.532  -0.0970
C8 -6.481 3.370 0.279  -0.1014
C9 -1.055 4.788 0.599  -0.1880
C10 -1.971 -7.903 4.398  -0.1438
C11 1.830 1.476 1.724  -0.1127
C12 -0.914 -1.963 -3.159  -0.0405
C13 1.621 -0.650 -6.029  -0.0719
C14 5.531 1.481 1.940  0.0017
C15 -0.092 4.847 2.783  -0.0846
C16 -3.706 -8.412 2.766  -0.0921
C17 0.402 -2.342 -2.511  -0.1689
C18 8.945 -1.378 0.460  -0.0667
C19 2.609 1.643 -3.224  -0.0643
C20 -5.525 -1.485 -0.252  -0.1000
C21 -2.924 2.192 0.768  -0.0494
C22 5.868 -0.706 0.527  -0.1158
C23 -0.066 -5.678 3.256  -0.0713
C24 1.379 4.748 -2.822  -0.1903
C25 2.493 1.122 -4.769  -0.1671
C26 -4.342 -1.043 -2.206  -0.1755
C27 1.884 5.921 -0.809  -0.0484
C28 -2.974 -0.440 -2.731  -0.0663
C29 6.669 -2.030 0.543  -0.2259
C30 -4.412 2.514 1.191  -0.1691
B1 -3.125 2.838 -4.913  -1.4416
B2 -1.399 1.403 4.496  -1.2584
H1 -0.199 4.290 0.143  0.0935
H2 6.364 1.970 1.436  0.1343
H3 -2.864 0.645 -2.727  0.1140
H4 0.930 -5.945 3.610  0.1387
H5 -0.745 -1.233 -3.950  0.1183
H6 -5.045 -0.366 -2.692  0.1341
H7 1.457 6.863 -1.155  0.1015
H8 -1.143 -2.449 1.071  0.0797
H9 -4.779 -8.358 2.579  0.1003
H10 2.923 6.016 -1.123  0.0886
H11 9.853 -1.243 1.048  0.1028
H12 -1.693 -6.526 5.988  0.1362
H13 -2.842 -0.609 -3.800  0.1216
H14 -0.310 3.348 -3.019  0.1242
H15 3.918 3.008 1.689  0.1352
H16 2.411 4.859 -3.153  0.1243
H17 2.054 -2.063 0.420  0.0800
H18 4.886 -0.815 0.066  0.1265
H19 2.957 0.800 -2.628  0.1130
H20 -2.453 -8.643 5.037  0.1372
H21 1.516 2.568 -1.708  0.1267
H22 -6.468 -1.490 -0.798  0.0957
H23 -3.586 -9.448 3.085  0.0801
H24 -1.937 -5.326 3.996  0.1550
H25 0.224 4.108 3.519  0.0846
H26 -1.627 2.732 -0.924  0.0870
H27 0.797 -1.360 -6.096  0.0849
H28 -0.342 -6.516 2.617  0.1417
H29 -0.867 0.891 0.037  -0.0455
H30 3.358 2.433 -3.269  0.1245
H31 2.513 -1.863 -1.200  0.0730
H32 -1.554 -2.782 -3.488  0.1365
H33 6.324 0.001 -0.167  0.1243
H34 0.396 -3.451 3.176  0.1345
H35 3.426 0.623 -5.030  0.1258
H36 3.985 1.902 0.349  0.1093
H37 -1.885 -1.510 -1.243  0.1458
H38 -0.885 5.852 0.432  0.1241
H39 -0.782 -4.841 5.075  0.1842
H40 -1.544 -1.867 2.729  0.0977
H41 -4.554 -2.046 -2.576  0.1286
H42 1.494 2.377 2.238  0.0972
H43 -4.328 3.544 1.537  0.1159
H44 5.550 1.642 3.018  0.1344
H45 -2.078 4.770 -1.327  0.1279
H46 0.932 3.211 -4.388  0.1243
H47 6.520 -0.378 2.481  0.1700
H48 1.193 0.723 2.188  0.0884
H49 0.633 1.497 -2.579  0.1143
H50 0.879 -3.298 -2.728  0.1321
H51 1.851 5.853 0.279  0.0796
H52 1.619 -0.027 -6.924  0.1045
H53 -2.181 2.354 1.549  0.1063
H54 9.305 -2.130 -0.243  0.0942
H55 -0.161 -7.278 5.525  0.1468
H56 2.398 -1.414 -6.054  0.0920
H57 -4.755 1.844 1.979  0.1372
H58 -1.165 -0.339 -1.946  0.0509
H59 5.928 -2.691 0.991  0.1277
H60 0.486 -4.234 1.649  0.1238
H61 -5.788 -1.018 0.697  0.0911
H62 -2.792 -2.772 1.903  0.1074
H63 -3.285 4.835 0.158  0.1307
H64 -1.344 -8.407 3.663  0.1136
H65 1.159 -1.718 -2.986  0.0955
H66 -3.059 -8.600 1.910  0.0847
H67 0.807 4.953 2.177  0.0518
H68 -5.362 -2.539 -0.026  0.0820
H69 -3.212 2.844 -1.151  0.1473
H70 6.741 -2.512 -0.432  0.1409
H71 0.007 5.809 3.284  0.0956
H72 1.585 -0.616 -0.458  0.0560
H73 -7.307 2.700 0.040  0.0974
H74 -6.436 4.168 -0.462  0.0854
H75 8.746 -0.522 -0.185  0.0908
H76 0.827 5.623 -3.167  0.1433
H77 1.584 1.412 0.664  0.0613
H78 -6.629 3.972 1.175  0.0945
H79 -2.742 1.186 0.390  0.0959
H80 2.296 1.986 -5.404  0.1204
H81 5.012 -0.625 2.261  0.1648

**Total charge**: +2
**HOMO-LUMO gap**: 8.091 eV
**Energy above the lowest of the compared OMol25 structures with the same formula, charge and spin**: 106.7 kcal per mole
**Strongest force on any atom**: 4.034 eV Å⁻¹
**Total energy**: -3141.1705 hartree